[1]
{
  "formula": "C5H20CuN12O11",
  "method": "ωB97M-V with the def2-TZVPD basis set",
  "charge": 0,
  "orbital_gap_ev": [7.89, 5.94],
  "multiplicity": 2,
  "relative_energy_kcal_mol": 84.22,
  "symbols": ["N", "H", "H", "O", "H", "H", "N", "N", "N", "N", "H", "H", "C", "O", "H", "H", "Cu", "C", "H", "O", "C", "C", "O", "N", "O", "H", "H", "O", "N", "H", "N", "H", "O", "O", "O", "N", "N", "O", "H", "H", "H", "H", "H", "N", "N", "H", "O", "H", "C"],
  "positions_angstrom": [[-10.460970, -10.972660, -21.778750], [-10.321980, -6.709840, -18.239990], [-8.753140, -9.774590, -22.586140], [-11.444610, -9.052920, -21.321780], [-14.687950, -3.055930, -18.876510], [-9.656990, -11.548890, -21.982880], [-14.694040, -3.859030, -19.488960], [-12.840570, -4.337320, -18.693260], [-10.869840, -7.148600, -17.513740], [-13.832130, -10.722590, -19.149920], [-15.474750, -3.998780, -20.114300], [-13.560470, -11.117230, -21.922180], [-11.915560, -7.817090, -17.844030], [-13.926170, -10.755300, -17.929750], [-12.015080, -4.901300, -18.549790], [-14.696640, -11.054110, -24.986770], [-13.319690, -7.869950, -21.008850], [-10.527940, -9.689110, -21.787260], [-11.127700, -11.329650, -21.109320], [-11.981900, -6.482550, -22.317680], [-13.803690, -4.795340, -19.427310], [-16.643860, -7.783480, -21.570760], [-13.322370, -11.656580, -19.667030], [-12.336000, -8.514730, -16.860860], [-13.724870, -8.961650, -22.891860], [-9.546570, -8.162500, -22.668040], [-16.448340, -7.806720, -23.524850], [-12.294100, -7.856050, -19.011680], [-17.099910, -7.871460, -22.755850], [-11.656160, -8.786110, -16.164960], [-9.531720, -9.147180, -22.443780], [-12.840470, -3.353940, -18.462870], [-15.482380, -7.710360, -21.286900], [-14.075770, -9.757560, -19.874010], [-9.976900, -6.172260, -22.907520], [-13.789510, -11.151740, -22.905260], [-11.165300, -6.047400, -23.157110], [-13.811480, -5.879010, -19.997680], [-18.571630, -7.818250, -20.887510], [-13.101540, -9.124460, -17.110400], [-18.092330, -7.904520, -22.940550], [-17.183860, -7.879990, -19.776430], [-10.416420, -7.356030, -16.635400], [-14.485540, -10.143020, -24.605370], [-17.580700, -7.768780, -20.698520], [-14.048610, -12.007520, -23.374950], [-11.477760, -5.519110, -24.241560], [-14.475020, -9.306220, -25.170840], [-14.051160, -9.993380, -23.419620]],
  "atomic_forces_ev_per_a": [[-1.2307, -5.2582, 1.6159], [0.0022, -0.2694, 0.1123], [0.1061, 0.9008, -0.4738], [-1.9163, 0.6860, 1.2000], [-0.1777, -0.3780, -0.3562], [-0.1960, 0.4477, -0.0032], [-4.8961, 2.1662, -1.5604], [4.2413, 0.2398, 2.6811], [4.7157, 3.6711, 0.7553], [1.3666, 1.0694, 0.6297], [0.0350, 0.2027, 0.2649], [0.0267, -0.6823, 0.3747], [-0.0812, -0.6206, -3.8261], [-1.3503, 1.4892, 1.9033], [-0.1361, 0.2495, 0.0330], [0.1068, 0.6250, -0.1194], [0.5069, -0.7382, -0.4794], [0.2649, 2.8940, -1.0017], [0.0118, -0.7085, -0.0291], [-1.4750, 0.3144, 0.1316], [0.9633, -2.0664, -1.2231], [1.2428, 0.1208, 0.1729], [1.7990, -4.5404, -2.8303], [-2.8457, -2.7764, 2.9812], [0.0075, 3.4784, 1.0644], [0.2899, 0.3559, 0.0748], [-0.2464, -0.0269, 0.0694], [-0.9728, 0.4902, -0.5160], [-1.1015, -0.2976, -6.1377], [-0.6828, -0.1604, -0.0029], [2.1216, 0.9575, -0.9975], [0.5387, -0.5252, 0.0619], [3.1611, 0.3060, 0.9341], [-1.9300, 2.1346, -0.2577], [2.0823, -0.4113, 0.7046], [0.6502, -3.0649, 3.0260], [-0.0581, 0.1235, -1.2688], [-0.6720, -0.1786, -0.3274], [0.4704, -0.1098, 0.2498], [-0.1524, -0.7746, 0.3523], [0.4675, -0.0016, -0.1712], [-0.8183, 0.0766, 0.3107], [0.0374, 0.4613, -0.3092], [-2.5520, 1.5605, -5.7348], [-2.5857, 0.0678, 4.8983], [0.1653, 0.1801, 0.6047], [-1.0607, -0.2767, 0.8108], [-0.2200, -0.4226, -0.3658], [1.9766, -0.9804, 1.9740]],
  "mulliken_charge": [-0.423, 0.290, 0.126, -0.223, 0.147, 0.197, -0.439, -0.377, -0.443, 0.950, 0.229, 0.129, 0.498, -0.802, 0.169, 0.130, 1.973, 0.399, 0.254, -0.478, 0.380, 0.571, -0.709, -0.427, -0.497, 0.216, 0.247, -0.509, -0.411, 0.178, -0.353, 0.156, -0.719, -0.385, -0.717, -0.339, 0.771, -0.211, 0.154, 0.284, 0.153, 0.268, 0.133, -0.419, -0.476, 0.159, -0.650, 0.305, 0.540]
}

[2]
{
  "formula": "C5H20F2FeN11O9S2",
  "method": "ωB97M-V with the def2-TZVPD basis set",
  "charge": 1,
  "orbital_gap_ev": [2.38, 5.08],
  "multiplicity": 9,
  "relative_energy_kcal_mol": 31.77,
  "symbols": ["N", "C", "N", "N", "O", "H", "N", "O", "S", "N", "N", "H", "H", "H", "O", "H", "F", "N", "O", "S", "O", "O", "H", "H", "C", "H", "H", "C", "H", "N", "O", "N", "H", "N", "H", "C", "H", "H", "O", "H", "H", "F", "H", "C", "H", "H", "N", "Fe", "H", "O"],
  "positions_angstrom": [[2.826968, 1.584877, -2.855594], [2.597754, -1.236511, 1.299460], [-2.865529, -2.389957, 1.156782], [-3.456993, 1.056858, -1.540301], [1.565373, 1.085084, -1.025639], [0.376237, -4.333039, -1.345177], [0.530250, -3.361703, -1.115176], [0.491325, 3.286570, 3.616434], [-1.003725, 3.474930, 1.042516], [-1.333294, -3.045552, -1.934965], [3.124604, -2.422704, 0.983523], [-2.862781, 1.732247, -3.816063], [2.714057, 3.056218, -0.096805], [2.433525, 0.732741, -3.228641], [-0.198073, -1.303244, -1.264207], [-3.043713, -2.290687, 0.167594], [0.555126, 0.976978, 3.456947], [-1.577276, -2.081807, 2.782212], [1.466598, -0.883959, 1.080440], [-0.350887, 2.223940, 2.971109], [-0.506169, 3.932633, -0.240132], [-1.337124, -0.829425, 0.990638], [2.426789, -3.120351, 0.768004], [-4.071242, 0.928742, -2.331747], [-0.318168, -2.462681, -1.483368], [3.142425, 0.420630, 2.025089], [-1.308994, -4.028336, -2.166560], [-2.224768, 1.171942, -1.951717], [-1.970705, -2.367323, -2.327156], [-2.095356, 1.525142, -3.192957], [-1.421295, 4.560921, 1.950349], [-0.248046, 1.879616, 1.458621], [3.557647, 2.062629, -3.363490], [3.519984, -0.496741, 1.835415], [-3.152600, -3.202527, 1.683486], [-1.903379, -1.639784, 1.589587], [-1.991599, -2.895329, 3.214222], [4.420210, -0.820559, 2.159214], [-1.637276, 1.985847, 3.525297], [4.071485, -2.550302, 1.311003], [-3.688267, 0.965325, -0.561406], [-2.459326, 2.827460, 0.709048], [1.345155, -3.096695, -0.580577], [2.420989, 1.728972, -1.606607], [-1.151814, 1.875907, -3.275393], [3.633738, 3.164546, -1.552738], [2.900139, 2.710695, -1.027447], [0.091566, 0.439204, 0.190171], [-0.762603, -1.636569, 3.179915], [-1.270942, 1.105130, -1.263215]],
  "atomic_forces_ev_per_a": [[-1.0668, -2.6099, -1.6926], [3.4353, -2.2716, -0.1518], [-3.2181, -0.8876, -3.1681], [-2.1805, -0.8724, 0.3754], [-3.0207, -3.2010, 1.0424], [0.4272, 0.1082, 0.3148], [4.3739, -2.3854, 1.5724], [-2.4063, -1.8404, -2.8810], [0.4974, -2.7893, -2.5758], [-6.4217, -0.6764, -3.2702], [-1.3537, -0.7066, -0.6087], [0.4931, 0.2448, 0.0892], [-0.2328, -0.4329, -0.1772], [0.3768, 0.0083, -0.7300], [0.4478, 5.5121, 0.2978], [-0.4757, -0.5468, 0.1043], [-0.6061, -0.2522, -0.3253], [2.2944, 0.8461, 3.0475], [-3.9805, 1.4477, -0.8853], [4.3629, -0.1445, 6.5594], [-0.6723, 0.5226, 0.4760], [3.5660, 6.7088, -4.0642], [0.8145, -0.7437, 0.3331], [-0.9427, 0.0448, 1.0251], [2.6728, -1.5045, 2.0290], [0.8877, 0.3414, 0.5682], [-0.5368, 0.3739, -0.2691], [-3.2558, 0.7055, -0.7035], [-0.6875, -0.7708, -0.5231], [1.3996, 0.4944, -2.8162], [-2.4686, 5.4352, 1.2718], [0.8852, -1.5866, -2.3773], [-0.1182, -0.0181, 0.4689], [0.2368, 3.4514, 1.2573], [-0.1712, 0.2065, -0.5927], [-1.9352, -5.7038, 4.3872], [0.3081, 0.4035, -0.0092], [-0.2398, 0.2970, -0.0303], [-0.5687, 0.2546, -0.5018], [-0.2232, -1.0315, -0.3111], [-0.2038, -0.2759, -0.3763], [1.0556, 0.6518, 0.1318], [-0.1465, -0.1230, -0.5118], [-0.8792, -0.8013, -1.6329], [-0.1810, 0.0923, -1.3144], [0.0277, 0.5665, 0.6408], [4.2053, 6.3392, 2.8694], [-0.0407, -2.2855, -1.4883], [-0.1272, -0.3287, 0.5069], [5.5933, -0.2662, 4.6192]],
  "mulliken_charge": [-0.619, -3.167, -0.279, -0.363, 0.031, 0.272, 0.193, -0.527, 0.538, 0.015, -0.280, 0.202, 0.258, 0.337, 1.734, 0.245, -0.292, -0.335, 1.523, 0.436, -0.484, 1.325, 0.373, 0.205, -3.681, 0.196, 0.129, -0.662, 0.358, -0.567, -0.182, 0.214, 0.245, -0.238, 0.192, -1.947, 0.235, 0.221, -0.490, 0.234, 0.314, -0.264, 0.081, -0.778, 0.297, 0.152, -0.257, 5.005, 0.169, 0.685]
}

[3]
{
  "formula": "C5H20F2N10O5V",
  "method": "ωB97M-V with the def2-TZVPD basis set",
  "charge": 1,
  "orbital_gap_ev": [9.64, 10.61],
  "multiplicity": 3,
  "relative_energy_kcal_mol": 6.77,
  "symbols": ["N", "N", "H", "C", "H", "H", "H", "H", "F", "H", "O", "N", "N", "H", "H", "H", "N", "H", "H", "N", "C", "N", "H", "O", "H", "F", "H", "H", "O", "N", "H", "C", "H", "H", "O", "V", "H", "N", "H", "C", "O", "C", "N"],
  "positions_angstrom": [[-29.169547, -18.770340, 5.535845], [-32.619376, -25.332284, 3.846247], [-27.483118, -21.627302, 8.624559], [-28.321843, -19.743047, 5.976431], [-30.692631, -21.503395, 1.939500], [-27.749718, -20.914503, 10.183918], [-26.743229, -18.448100, 6.209779], [-33.195697, -22.352097, 2.765746], [-29.145149, -23.832168, 6.266471], [-32.287028, -24.888169, 9.799018], [-31.878868, -23.384746, 7.095864], [-27.007885, -19.412114, 6.125840], [-28.112532, -21.298606, 9.330130], [-29.246620, -21.419957, 1.027697], [-28.821723, -17.878911, 5.233819], [-29.874460, -20.614863, 11.072415], [-33.638446, -24.631754, 7.792768], [-34.132834, -24.444943, 6.940014], [-34.156565, -24.959098, 8.588380], [-30.236611, -20.996711, 10.217983], [-29.457793, -21.424648, 9.191268], [-27.625243, -22.139361, 2.814023], [-30.161341, -18.909804, 5.658201], [-29.954909, -21.871929, 8.166327], [-31.984982, -25.913847, 4.360602], [-31.477379, -20.747082, 5.858428], [-34.117681, -23.772068, 2.674647], [-27.242053, -22.060924, 1.890384], [-28.746843, -20.877987, 6.170082], [-33.391918, -23.257444, 3.144985], [-26.364074, -20.121062, 6.422255], [-32.457576, -23.976612, 3.863682], [-33.328583, -25.724041, 3.255007], [-30.980140, -23.803644, 9.454846], [-29.451766, -22.030959, 4.129684], [-30.336642, -22.299682, 6.079203], [-27.135415, -22.585214, 3.566704], [-31.892146, -24.154422, 9.236191], [-31.228509, -21.144444, 10.165193], [-32.440258, -24.011598, 7.987256], [-31.559984, -23.437267, 4.491091], [-28.966051, -21.910143, 3.013451], [-29.694460, -21.551212, 1.917031]],
  "atomic_forces_ev_per_a": [[0.6745, 0.0374, 0.2865], [-0.4351, 0.6943, -0.1547], [-0.1785, -0.1295, -0.2246], [-1.0627, 0.5998, -0.6429], [-0.0674, 0.0792, 0.3662], [0.2474, -0.0904, -0.0855], [0.1006, -0.0234, 0.0073], [0.2384, 0.1928, 0.3981], [-1.0330, 1.2834, -0.0868], [0.3029, 0.1048, 0.2829], [-0.4820, 0.1510, -0.3742], [-0.3763, -0.0059, -0.1134], [-0.4284, 0.3191, 0.7449], [-0.0623, -0.0713, 0.0082], [-0.0789, 0.0608, 0.1049], [0.1258, -0.0529, -0.0342], [0.3878, 0.0844, 0.2462], [0.0255, 0.0688, -0.0476], [-0.1354, 0.0081, -0.1029], [0.0476, -0.0935, 0.2071], [0.5732, 0.3582, -0.3760], [-1.0588, 0.5065, -0.2357], [-0.0676, -0.3557, -0.1612], [-0.7013, -0.5736, 0.0140], [0.0474, 0.0193, 0.0484], [0.6541, -0.9115, 0.1912], [0.0534, 0.1195, -0.1077], [0.2771, -0.2433, 0.1224], [0.9425, -0.3259, 0.7731], [-0.2062, -0.9185, 0.0538], [-0.0125, -0.0425, 0.0009], [0.0715, 0.3334, 0.0297], [0.1633, -0.3469, 0.0642], [0.1906, -0.0218, -0.3632], [-0.2090, -0.1056, -0.5202], [0.6400, -0.1722, -0.1719], [0.1427, -0.0139, -0.0198], [-1.1155, -0.3149, -0.3260], [-0.0039, 0.0491, -0.2214], [0.8068, 0.0732, 0.4126], [0.0303, 0.0145, -0.1275], [0.3917, -0.3714, 0.2246], [0.5797, 0.0271, -0.0905]],
  "mulliken_charge": [-0.426, -0.418, 0.236, 0.678, 0.186, 0.170, 0.183, 0.221, -0.430, 0.184, -0.368, -0.439, -0.401, 0.167, 0.169, 0.160, -0.447, 0.222, 0.179, -0.425, 0.653, -0.453, 0.225, -0.515, 0.246, -0.480, 0.163, 0.170, -0.455, -0.423, 0.240, 0.582, 0.161, 0.167, -0.522, 1.603, 0.249, -0.336, 0.257, 0.475, -0.633, 0.625, -0.400]
}